29
Properties=species:S:1:pos:R:3 method="wB97M-V/def2-TZVPD" molar_mass_g_mol=303.34 homo_energy_ev=-9.56 gap_ev=8.378 smiles="O=C1c2ccc(S(=O)(=O)F)cc2C(=O)N1CCCS" energy_ha=-1677.0581
S -1.7205 0.8458 1.7220
S 3.9494 2.2464 -0.6167
F 3.1872 3.1618 -1.7556
O 5.2179 1.7240 -1.0688
O -0.6124 -2.9568 1.5225
O 4.0664 3.1103 0.5496
O -0.3925 -1.3513 -2.7437
N -1.0247 -1.8696 -0.5005
C 1.8075 -0.6322 1.6274
C -0.3276 -2.1173 0.7199
C 2.7639 0.9405 -0.1591
C -3.2283 0.5813 0.6957
C 1.8079 0.4596 -1.1858
C 0.8446 -1.0863 0.6434
C 0.8691 -0.5475 -0.7512
C 2.7764 0.3999 1.2020
C -0.2716 -1.2894 -1.5550
C -2.4886 -1.6893 -0.4751
C -2.9813 -0.1985 -0.6476
H 1.7981 0.8540 -2.2262
H -2.3370 0.4388 -1.3055
H -3.0196 -2.2971 -1.2641
H -3.9864 -0.2564 -1.1638
H -2.8885 -2.0682 0.5104
H -3.6304 1.5989 0.4153
H -4.0151 0.1132 1.3528
H -1.4517 2.1906 1.8122
H 3.5021 0.7284 1.9832
H 1.7857 -1.0334 2.6623


14
Properties=species:S:1:pos:R:3 method="wB97M-V/def2-TZVPD" relative_energy_ev=1.784 molar_mass_g_mol=97.12 homo_energy_ev=-10.44 gap_ev=10.755 smiles="C=C(C#N)COC" energy_ha=-324.6589
O 0.1758 0.1267 1.5969
N -3.0514 -0.6345 -0.4750
C -1.8965 -0.6453 -0.5432
C 0.2869 -0.9370 0.6853
C 0.1717 -0.3560 -1.7449
C -0.4537 -0.6695 -0.6114
C 0.5799 1.3719 1.0688
H -0.1925 1.7998 0.4150
H 1.3419 -1.1328 0.4350
H -0.3636 -0.0877 -2.6516
H 1.5131 1.2832 0.4916
H -0.1174 -1.8125 1.2032
H 1.2598 -0.3483 -1.7856
H 0.7458 2.0419 1.9158


30
Properties=species:S:1:pos:R:3 method="wB97M-V/def2-TZVPD" relative_energy_ev=0.419 molar_mass_g_mol=365.71 total_charge=+1 spin_multiplicity=7 homo_energy_ev="-11.32 / -11.22" gap_ev="7.435 / 7.262" energy_ha=-1612.7820
Dy -0.0788 0.5825 1.1391
O -2.1622 0.6177 0.0164
O 2.8685 1.0758 -0.3186
O 0.9179 -1.0096 2.1984
O -0.8754 -1.5527 0.4179
O 0.7635 2.2826 1.8758
C 1.6072 1.7993 -0.3451
C 2.9836 0.0217 -1.1303
C 1.9999 -0.7378 -1.6454
C 0.7318 -2.1909 1.9852
C 1.5240 2.7965 0.8006
C -2.6310 1.9258 -0.3082
C -2.4028 -0.3835 -0.8834
C -0.2528 -2.6735 0.9695
C -2.1040 -1.7146 -0.3011
H 1.3614 -2.9551 2.4736
H -0.9873 -3.3339 1.4616
H -2.2402 2.2222 -1.2910
H 1.0100 3.7001 0.4015
H 1.4734 2.2398 -1.3471
H 4.0365 -0.2267 -1.3025
H 2.5381 3.1139 1.1337
H -2.0134 -2.4638 -1.0990
H 0.2930 -3.2506 0.2046
H 0.8653 -0.5209 -1.7391
H 2.2855 -1.7100 -2.0506
H -2.6999 -0.1292 -1.8994
H -2.2275 2.5924 0.4605
H -3.7281 1.9248 -0.3156
H -2.8562 -2.0422 0.4380


9
Properties=species:S:1:pos:R:3 method="wB97M-V/def2-TZVPD" relative_energy_ev=1.943 molar_mass_g_mol=84.15 homo_energy_ev=-10.09 gap_ev=9.365 smiles="C#CC(=O)[SiH3]" energy_ha=-481.3014
Si 1.5427 0.3299 0.0228
O -0.5376 1.9547 -0.2632
C -2.2074 -1.1770 0.1594
C -0.3238 0.6400 -0.2074
C -1.4641 -0.2387 0.0136
H 1.9717 -0.9281 -0.7507
H 2.1777 1.3920 -0.7974
H -2.9676 -1.9752 0.3819
H 1.8084 0.0025 1.4410


71
Properties=species:S:1:pos:R:3 method="wB97M-V/def2-TZVPD" molar_mass_g_mol=710.28 total_charge=+1 homo_energy_ev=-11.14 gap_ev=7.429 energy_ha=-7230.9458
Br -0.5172 0.3210 1.4210
Br -2.7019 2.5117 -0.0992
S 4.7535 0.4189 -2.3296
O 6.1265 1.8488 0.4997
O -4.9477 -2.1331 -0.9844
O -5.3380 -6.5139 2.0386
N 0.2128 -2.2452 -1.2064
N 1.0166 5.3433 2.3052
N 5.5769 4.0555 -0.5061
N 3.8196 2.0882 -0.3772
N 2.1321 0.7780 -1.3137
C 2.5832 2.3946 0.2873
C -7.1953 -3.7523 -1.3641
C 3.3372 3.3426 2.5944
C -1.8156 -3.0041 1.6399
C 1.4061 -0.2055 -2.1360
C 6.2851 4.0923 -1.8201
C -0.3740 3.4669 -1.7000
C 1.3740 4.3883 1.3976
C 2.9892 4.3433 3.5986
C -3.0526 -4.9395 2.3619
C -8.3452 -5.7841 -0.7715
C -1.9335 -4.1249 2.4574
C -8.2698 -4.6151 -1.5240
C -7.3553 -6.0808 0.1543
C -6.1908 -4.0546 -0.4486
C -6.2788 -5.2150 0.3233
C -0.7980 2.4629 -0.5814
C 2.5567 -2.1251 -0.5700
C 1.5454 1.5961 -0.3140
C -5.0250 -3.1472 -0.3151
C 3.4493 1.1242 -1.2858
C -4.0584 -4.6354 1.4481
C -3.9485 -3.5013 0.6433
C 1.8654 5.2285 3.3759
C 0.0444 1.6013 0.0448
C -5.2350 -5.5330 1.3288
C 2.4215 3.3945 1.4420
C 1.2854 -1.5602 -1.2980
C -2.8218 -2.6908 0.7392
C 4.4108 4.9706 -0.6383
B 5.1998 2.7055 -0.1194
H 6.9275 5.0194 -1.8522
H -0.9363 -2.3729 1.7073
H 5.3583 -0.5464 -1.5383
H 6.9084 3.1895 -2.0363
H 4.0953 5.4414 0.3343
H -1.1632 3.5742 -2.4944
H 0.7250 4.3636 0.4804
H -1.1495 -4.3650 3.1665
H -3.1390 -5.8138 2.9963
H 4.7351 5.8350 -1.2905
H -0.1764 4.5019 -1.3083
H 0.3603 0.1492 -2.3033
H 3.5722 4.4087 4.5465
H 5.7121 0.9636 0.5454
H -2.7253 -1.8149 0.1076
H 1.9671 -0.4710 -3.0651
H 1.6403 5.9474 4.2120
H 3.3723 -2.4040 -1.2882
H 3.5264 4.5161 -1.1777
H -9.0486 -4.3803 -2.2402
H -7.1383 -2.8464 -1.9559
H 2.9703 -1.2922 0.0771
H 4.1629 2.6002 2.6460
H -0.5319 -1.7572 -1.7259
H -9.1789 -6.4633 -0.9065
H 2.2885 -2.9741 0.1158
H -7.4210 -6.9892 0.7413
H 5.5349 4.2237 -2.6590
H 0.5621 3.1408 -2.2337


19
Properties=species:S:1:pos:R:3 method="wB97M-V/def2-TZVPD" relative_energy_ev=1.220 molar_mass_g_mol=74.17 homo_energy_ev=-10.68 gap_ev=11.790 smiles=CCC.CC energy_ha=-198.8443
C -1.6385 0.0364 1.4253
C 1.5024 0.5896 -2.7254
C -2.2050 -1.0510 2.3176
C 1.2443 0.9563 -1.2657
C 1.4683 -0.1668 -0.2441
H -3.0313 -0.6593 2.9370
H -0.9731 -0.4665 0.7028
H 2.1164 -0.1106 0.6503
H 1.7003 1.5235 -3.2792
H 0.2748 1.3714 -0.9982
H -2.6125 -2.0294 2.0043
H 1.9506 1.7682 -1.0897
H 2.2949 -0.1623 -2.9394
H -1.1987 0.7689 2.0918
H 1.8095 -1.0984 -0.6931
H 0.5448 -0.3878 0.3253
H -2.3671 0.5166 0.7636
H -1.5727 -1.3882 3.1653
H 0.6926 -0.0109 -3.1486


15
Properties=species:S:1:pos:R:3 method="wB97M-V/def2-TZVPD" relative_energy_ev=7.637 molar_mass_g_mol=96.13 homo_energy_ev=-8.48 gap_ev=9.497 smiles="C1=NN[C@@H]2C[C@H]2C1" energy_ha=-304.5549
N 0.7392 -1.3919 -0.1336
N 1.5527 -0.5019 0.0158
C -2.0339 -0.3610 0.0705
C -0.5622 -0.6195 0.3255
C -0.0578 1.5942 0.0848
C -0.9314 0.4688 -0.6200
C 1.4057 0.7158 -0.0226
H 0.0782 2.9070 -0.1026
H 0.9258 -2.1501 0.3371
H -2.4276 0.0768 1.1828
H -0.5739 0.0538 -1.5282
H -0.1559 1.5426 1.2796
H 2.2297 1.2712 -0.0443
H -0.3479 -0.2729 1.2916
H -2.6943 -0.9612 -0.6204


36
Properties=species:S:1:pos:R:3 method="wB97M-V/def2-TZVPD" relative_energy_ev=1.236 molar_mass_g_mol=209.31 total_charge=+1 homo_energy_ev=-13.21 gap_ev=9.246 smiles="Cc1cc(C)[n+](C(C)C)c(=O)n1C(C)C" energy_ha=-654.3375
O -0.2779 0.8839 -1.4666
N -1.1336 -0.4371 0.2492
N 1.2516 0.1135 0.1479
C 2.8862 -1.0670 1.5136
C -0.0490 0.3670 -0.3938
C 0.4814 -1.7727 1.3134
C 2.1817 1.2611 -0.2396
C 2.6257 0.9028 -1.7814
C -2.8883 1.3533 -0.0640
C -2.7839 -0.6347 -1.5965
C -0.8038 -1.4761 1.0182
C 1.7376 2.6418 -0.1884
C -1.8590 -2.4664 1.4508
C -2.5225 -0.1476 -0.1866
C 1.5177 -0.8967 0.9884
H 3.5949 -0.9657 0.6950
H -2.2165 -3.1968 0.6241
H -2.0589 -0.2961 -2.2878
H -3.7851 1.6411 -0.5368
H 0.6490 -2.5568 1.9636
H 3.4852 1.5478 -1.9820
H 3.0101 1.1110 0.4250
H -2.9438 -1.8014 -1.6774
H -1.5062 -3.0551 2.3043
H 2.8798 -0.1040 -1.8235
H -3.7582 -0.3089 -2.0147
H 1.8163 1.1643 -2.4290
H 1.4251 3.1715 0.7471
H 2.7515 3.0830 -0.4961
H -2.0316 1.8824 -0.5876
H 3.1381 -0.0825 2.0811
H -3.0203 1.8209 0.9210
H -3.2264 -0.6813 0.5341
H 0.9988 2.8211 -0.9683
H -2.7218 -1.9439 1.6932
H 3.0859 -1.8711 2.1912


24
Properties=species:S:1:pos:R:3 method="wB97M-V/def2-TZVPD" relative_energy_ev=5.215 molar_mass_g_mol=129.20 homo_energy_ev=-7.35 gap_ev=8.045 energy_ha=-405.5457
O -2.1095 -0.3303 -1.6198
N 0.0524 -2.1455 0.1950
C 0.0168 -0.2643 1.7425
C 1.2311 0.4047 -1.0219
C 0.9919 1.8873 -0.9368
C -1.9447 -0.2937 -0.4305
C -0.1816 -0.9059 0.4005
C -3.0647 -0.3767 0.5724
C 2.5383 -0.1034 -0.4804
H -3.0892 0.5365 1.1700
H -0.0793 2.1129 -1.0325
H -2.8787 -1.2195 1.2418
H 2.7437 0.2932 0.5172
H -4.0263 -0.5317 0.0767
H 1.3626 2.3038 0.0027
H 1.0180 -0.4885 2.1164
H -0.1046 0.8171 1.6798
H -0.1314 -2.4427 -0.7628
H 1.5075 2.4180 -1.7451
H 3.3716 0.2002 -1.1255
H 1.0083 -0.0017 -2.0102
H 2.5523 -1.1949 -0.4321
H -0.7009 -0.6665 2.4588
H -0.0837 -0.0084 -0.5764


182
Properties=species:S:1:pos:R:3 method="wB97M-V/def2-TZVPD" relative_energy_ev=4.709 molar_mass_g_mol=1013.40 total_charge=+4 homo_energy_ev=-13.98 gap_ev=5.609 energy_ha=-7604.6497
Br -0.8886 0.7865 -4.5986
Br 0.6050 -5.6117 -1.0836
N -2.6980 4.1662 -2.0126
N -0.3773 -0.9722 6.0443
N -4.9524 -0.9793 -4.9056
N 0.9807 5.8333 2.8382
N 4.9717 -5.7081 -0.3683
N 0.9779 -1.2262 -0.8694
C 3.9202 -7.4756 -1.9744
C -0.8930 7.4018 3.5152
C 4.2129 -10.0118 -2.0282
C -5.2698 -0.3815 -2.5987
C -0.1878 0.5277 5.6371
C 4.0727 -6.1283 0.8017
C 0.3391 7.6413 4.4524
C -4.7045 0.3690 -5.5733
C -3.3361 -3.2038 9.7219
C 5.6596 -3.8636 -1.8967
C -6.6290 -0.8686 -3.0619
C 1.8924 6.6648 1.8834
C -0.6158 -3.2470 -6.5207
C -2.1433 -3.0998 -6.6806
C -1.4300 -0.9138 7.2457
C -1.7271 -2.2631 7.8845
C -1.7693 5.9922 -3.7268
C 4.1395 1.9639 3.6937
C 1.7892 1.2891 -1.5356
C 1.5961 0.1677 -0.4486
C 2.5499 3.8309 3.1474
C -2.6188 -1.9844 9.1476
C -1.3375 -2.1645 -0.7426
C 4.4603 -4.4467 -1.1645
C 1.7747 -1.8669 -2.0505
C 0.9745 -1.6498 6.3243
C -0.6673 -2.3837 0.6323
C -0.5195 6.2386 2.5638
C 2.4294 3.7155 -1.8793
C 1.3028 4.3394 2.5401
C -0.5857 -0.9861 -1.2710
C -0.0816 6.6246 -5.6457
C -2.8858 -1.9379 -5.9502
C -4.2711 -0.9780 -3.5404
C -1.2829 3.8618 -1.4613
C 1.0964 6.3233 4.3456
C 6.2597 -4.9894 0.1255
C -2.5784 4.7120 -3.4995
C -3.5812 2.8375 -1.7992
C 6.8453 -4.1723 -1.0037
C 5.1743 -6.8570 -1.2954
C -4.3466 -2.0719 -5.8065
C 0.8587 -2.1608 0.3989
C 4.1689 -8.7743 -2.8595
C -6.4726 -1.2019 -4.5369
C -0.9440 -1.6933 4.7857
C -1.5419 6.3071 -5.2337
C 2.9516 2.3900 2.7633
C 0.3178 -2.1027 4.0470
C -3.5543 5.1292 -1.1855
C 2.3308 2.5269 -0.8850
C -4.2765 2.9508 -0.4897
C 1.2130 -2.6189 5.1326
C -4.2717 4.3586 0.0308
H -2.6031 -3.7784 10.2881
H -1.5999 -1.0084 4.2484
H 2.8398 -1.8668 -1.8190
H 3.2994 4.6104 3.0099
H 2.2604 -2.6915 4.8397
H 2.3924 3.7424 4.2223
H -4.2756 2.6039 -2.6062
H -0.7417 5.9217 -3.3703
H 3.1468 -6.6108 0.4888
H 3.8724 -5.2159 1.3633
H -3.2790 -0.5265 -3.5411
H 3.8220 1.7065 4.7042
H 0.2205 -2.8435 3.2534
H 0.0230 6.7607 -6.7221
H -6.9333 -1.8333 -2.6558
H 7.6584 -4.6862 -1.5163
H -6.9129 -2.1605 -4.8115
H 5.6002 -2.7791 -1.9884
H 6.0014 -4.3108 0.9385
H 4.7951 -10.7627 -2.5624
H -4.6903 -2.9935 -5.3368
H -5.3097 1.1459 -5.1061
H 7.2637 -3.2789 -0.5402
H -2.1830 -3.0075 -7.7660
H 2.1442 1.6602 2.8238
H 1.8762 6.1420 0.9271
H -7.4474 -0.1884 -2.8263
H -3.8975 2.2088 0.2131
H 2.4811 1.0494 -2.3431
H -4.0900 -2.9671 10.4727
H 0.4719 0.9774 6.3792
H 0.8858 1.3780 -2.1390
H 3.4890 -4.6202 -1.6276
H -1.8013 7.2653 4.1022
H -0.9048 -0.2701 7.9513
H 1.3989 4.0495 -2.0002
H 1.4174 -1.8643 1.2866
H -2.6688 -1.0335 -6.5186
H -0.1146 -2.2793 -6.5030
H -0.0233 7.7702 5.4722
H -2.3496 -2.9118 7.2681
H -0.9873 -3.3411 1.0435
H 0.9127 0.4731 0.3437
H -1.0767 8.2313 2.8323
H 5.8893 -6.5115 -2.0420
H 1.6737 -0.8157 6.2664
H -1.1723 0.9936 5.5964
H -0.9200 -1.5338 1.2663
H 0.6389 -1.1868 3.5508
H -5.2680 4.7272 0.2749
H 2.1414 6.2834 4.6528
H -2.1194 3.8339 -3.9538
H 4.6378 1.0417 3.3948
H -3.7216 4.4203 0.9698
H -5.0490 -0.6705 -1.5712
H 0.4593 3.7766 2.9401
H -0.7332 4.7989 -1.3728
H -0.7833 -2.7207 8.1811
H -0.9673 -0.0926 -0.7770
H -2.2259 6.8362 -3.2097
H 0.9313 -2.1162 7.3086
H -2.9939 6.0353 -0.9553
H -0.5577 -0.8275 -2.3490
H -5.3059 2.5958 -0.5397
H 3.5564 -9.0136 -3.7288
H 4.6409 -9.8201 -1.0442
H -5.1966 0.6989 -2.4742
H -0.7348 6.3585 1.5020
H -6.8319 -0.5416 -5.3262
H -2.0836 7.1629 -5.6365
H 5.7171 -7.5900 -0.6986
H 0.4597 0.6289 4.7661
H 1.3081 7.5317 1.5747
H 4.2277 -3.6701 -0.4359
H 3.4573 -6.6654 -2.5378
H -3.5750 4.5661 -3.9160
H 5.1546 -8.5896 -3.2867
H -2.8785 2.0110 -1.6934
H 1.5904 2.8017 -0.1337
H -4.8540 -2.1339 -6.7692
H -0.4115 -3.8792 -5.6566
H -2.6292 -4.0320 -6.3928
H 1.5790 -1.1284 -2.8280
H -2.0687 -1.4778 9.9405
H 0.6076 5.5065 4.8768
H 1.3479 -3.0854 0.0923
H -2.4032 -1.8713 -4.9752
H 3.3390 2.4043 1.7446
H -5.0525 0.2719 -6.6017
H 5.7260 -4.3452 -2.8723
H 3.2359 -7.7541 -1.1731
H 1.3005 4.2153 1.4572
H -1.4267 -2.5894 5.1758
H -1.4468 3.6530 -0.4041
H -0.7482 3.0975 -2.0253
H 2.8954 3.4708 -2.8337
H -2.3126 -0.4483 6.8069
H 4.6640 -6.8423 1.3751
H 3.2960 2.2977 -0.4335
H 2.7937 6.8779 2.4581
H -2.3798 -1.8714 -0.6167
H -1.1040 5.3831 2.9022
H -3.3818 -1.2488 8.8929
H 6.9219 -5.7021 0.6170
H 1.3428 -2.8270 -2.3328
H -3.6843 0.7237 -5.4267
H 2.5173 -0.1350 0.0492
H 3.0475 4.5127 -1.4662
H 0.8577 -3.6169 5.3892
H 0.4834 5.7303 -5.3830
H 0.2828 7.5003 -5.1086
H -4.2963 5.2926 -1.9670
H -0.1280 -3.8505 -7.2861
H -4.2819 -2.0596 -3.4058
H 4.9188 2.7248 3.7371
H 0.8154 8.5711 4.1414
H -3.8458 -3.8700 9.0257
H -1.1114 -3.0421 -1.3483
H -1.8368 5.4769 -5.8754
H 3.2567 -10.4576 -1.7542


28
Properties=species:S:1:pos:R:3 method="wB97M-V/def2-TZVPD" relative_energy_ev=2.548 molar_mass_g_mol=196.28 homo_energy_ev=-8.48 gap_ev=9.326 energy_ha=-903.8422
Si 0.6818 0.1425 -1.1225
O 2.2161 -0.2958 -1.1903
O 0.1711 0.4349 -2.6497
O -0.7185 -0.3948 2.3511
O 0.4118 1.5100 -0.3256
O -2.5876 -0.9240 1.1175
C -0.6792 2.3012 -0.4194
C -2.8370 -2.1604 1.8817
C 0.1828 0.6259 2.6100
C 0.7673 0.1858 -3.9430
C 2.8423 -0.8191 -0.0602
C -1.6404 -0.1047 1.2267
H 3.8615 -0.3338 0.0260
H -0.5963 3.1428 0.2661
H 1.2747 0.2910 2.8635
H -0.8038 2.6669 -1.4543
H -2.6334 -2.0097 2.9718
H -1.5094 1.6260 -0.0739
H 0.8832 1.1004 -4.4461
H -0.2413 1.1606 3.4262
H 1.5118 -0.5518 -3.8452
H -2.2078 -3.0080 1.5163
H -0.0732 -0.8075 -0.2698
H 0.4002 1.3446 1.8443
H 3.0604 -1.8594 -0.2287
H 2.2081 -0.6193 0.8358
H -3.9720 -2.3522 1.7267
H 0.0270 -0.2919 -4.6350


20
Properties=species:S:1:pos:R:3 method="wB97M-V/def2-TZVPD" relative_energy_ev=4.429 molar_mass_g_mol=99.18 homo_energy_ev="-7.18 / -7.18" gap_ev="8.337 / 8.338" energy_ha=-290.9960
N 0.1327 0.0522 0.6139
C -0.3227 0.3700 -1.7573
C 1.2696 0.5383 1.1640
C -0.2964 -0.5610 -2.9732
C -0.4724 -0.3559 -0.4565
C -0.4299 -0.1029 3.1098
C 0.4640 -0.4394 1.9396
H 0.8083 -1.4816 1.9218
H -1.1577 -1.1931 -0.3513
H 1.7064 -1.3306 -0.6060
H -0.2416 0.0217 -3.8993
H 0.1674 -0.1857 4.0257
H -1.2792 -0.7884 3.2032
H 0.5688 -1.2318 -2.9440
H 0.6034 0.9586 -1.7130
H 2.0650 -0.8202 -0.1541
H -1.2001 -1.1793 -3.0250
H -1.1479 1.0862 -1.8725
H -0.7993 0.9254 3.0430
H 1.5039 1.5742 1.3664